(1)
{
  "formula": "C5H15N2",
  "method": "ωB97M-V with the def2-TZVPD basis set",
  "elements": ["C", "C", "C", "N", "H", "H", "H", "H", "H", "H", "H", "H", "H", "C", "C", "N", "H", "H", "H", "H", "H", "H"],
  "positions_angstrom": [[0.9093, -0.1499, -1.3018], [1.3867, -1.0571, -0.1816], [2.7173, -0.5660, 0.3750], [-0.3546, -0.5531, -1.9054], [1.6727, -0.2266, -2.0808], [0.9105, 0.8995, -0.9744], [1.5194, -2.0641, -0.5973], [0.6190, -1.2834, 0.5676], [2.6266, 0.3940, 0.8877], [3.4268, -0.4559, -0.4465], [3.1630, -1.2899, 1.0554], [-0.9536, 0.1749, -2.2584], [-0.9125, -1.2041, -1.3720], [-1.2741, 1.1305, 0.7421], [-0.5037, 0.7228, 1.7353], [-2.6538, 0.5984, 0.6071], [-1.1142, 1.9911, 0.1088], [0.5744, 0.7201, 1.6427], [-0.8872, 0.1470, 2.5736], [-2.7651, 0.1905, -0.3260], [-2.8902, -0.0462, 1.3606], [-3.3400, 1.3644, 0.5942]],
  "homo_energy_ha": -0.4602,
  "total_charge": 1,
  "homo_lumo_gap_ev": 8.60,
  "fmax_ev_per_a": 1.5
}

(2)
{
  "formula": "C5H15N2",
  "method": "ωB97M-V with the def2-TZVPD basis set",
  "elements": ["N", "C", "C", "C", "H", "H", "H", "H", "H", "H", "H", "C", "C", "N", "H", "H", "H", "H", "H", "H", "H", "H"],
  "positions_angstrom": [[-2.3291, -1.1532, -1.7834], [-0.8825, -1.1470, -1.4815], [0.3015, -2.0097, 0.6756], [-0.6788, -1.3031, 0.0246], [-2.5295, -1.1356, -2.7825], [-2.7266, -0.3511, -1.3866], [-0.3354, -0.2823, -1.8232], [-0.4535, -2.0443, -1.9181], [0.1943, -2.2745, 1.7207], [1.1698, -2.4787, 0.1879], [-1.5650, -0.9638, 0.5619], [0.1974, 2.3132, 1.4656], [1.5941, 2.0335, 0.9616], [1.5761, 0.7561, 0.1737], [0.1492, 3.2273, 2.0622], [-0.4751, 2.2740, 0.5926], [-0.1456, 1.5185, 2.1557], [1.8666, 2.8554, 0.2864], [2.3375, 1.9224, 1.7689], [1.4136, -0.0761, 0.7971], [2.4185, 0.5621, -0.3821], [0.7615, 0.7046, -0.4478]],
  "homo_energy_ha": -0.4762,
  "total_charge": 1,
  "homo_lumo_gap_ev": 9.61,
  "fmax_ev_per_a": 1.9
}

(3)
{
  "formula": "C5H15N2",
  "method": "ωB97M-V with the def2-TZVPD basis set",
  "elements": ["C", "C", "C", "C", "C", "N", "N", "H", "H", "H", "H", "H", "H", "H", "H", "H", "H", "H", "H", "H", "H", "H"],
  "positions_angstrom": [[-1.6007, -0.5463, -0.8966], [-1.8638, 1.3947, 0.6322], [1.3411, 0.8406, 0.1321], [-1.7349, -0.0934, 0.4846], [0.8838, -0.2811, 0.9462], [1.4685, -1.6532, 0.4963], [2.0582, 0.1935, -1.0810], [-2.1686, 0.1257, -1.5801], [-2.0497, -1.5658, -1.2915], [-0.5517, -0.4506, -1.2450], [-1.2173, 2.0467, -0.0092], [-2.8851, 1.6802, 0.4184], [-1.4131, 1.7508, 1.5346], [2.1752, 1.3233, 0.6793], [0.5015, 1.5768, -0.2155], [-1.9305, -0.6945, 1.3184], [1.1020, -0.0221, 1.9361], [2.3497, -1.9350, 0.8261], [0.8209, -2.3887, 0.6387], [1.8175, -1.1534, -0.5187], [3.0559, 0.2765, -0.9738], [1.6601, 0.3404, -2.0255]],
  "homo_energy_ha": [-0.4328, -0.4657],
  "total_charge": 1,
  "homo_lumo_gap_ev": [7.51, 9.13],
  "fmax_ev_per_a": 3.9
}

(4)
{
  "formula": "C5H15N2",
  "method": "ωB97M-V with the def2-TZVPD basis set",
  "elements": ["C", "C", "C", "C", "C", "N", "N", "H", "H", "H", "H", "H", "H", "H", "H", "H", "H", "H", "H", "H", "H", "H"],
  "positions_angstrom": [[-2.6295, -0.8495, -0.2370], [2.7153, 0.9088, 0.4660], [0.6709, 0.3824, -0.8040], [1.8880, -1.4634, -0.0097], [-2.3582, 0.6166, -0.2240], [-1.1839, 0.9747, 0.5301], [1.6623, 0.0191, -0.1335], [-1.8449, -1.3886, -0.7951], [-2.5853, -1.1646, 0.8456], [-3.7120, -1.0227, -0.7326], [3.7025, 0.6277, 0.0761], [2.3970, 1.9026, 0.4234], [2.7688, 0.7668, 1.6226], [0.0176, -0.4251, -1.0625], [-1.2418, 0.2958, 1.3430], [0.4199, 1.3948, -1.0587], [2.9711, -1.6625, 0.1774], [1.3624, -1.9629, 0.6871], [1.6939, -1.8919, -0.9960], [-2.2334, 0.9139, -1.2637], [-3.1367, 1.1788, 0.2074], [-1.3441, 1.8493, 0.9377]],
  "homo_energy_ha": [-0.5055, -0.5055],
  "total_charge": 1,
  "homo_lumo_gap_ev": [10.34, 10.34],
  "fmax_ev_per_a": 4.7
}

(5)
{
  "formula": "C5H15N2",
  "method": "ωB97M-V with the def2-TZVPD basis set",
  "elements": ["C", "C", "N", "H", "H", "H", "H", "H", "H", "H", "H", "C", "C", "C", "N", "H", "H", "H", "H", "H", "H", "H"],
  "positions_angstrom": [[0.1729, 0.2902, 3.2511], [0.5040, -0.0772, 1.8126], [-0.5816, 0.4383, 0.8951], [0.9804, -0.0452, 3.9001], [0.1399, 1.3772, 3.3601], [-0.7681, -0.1340, 3.5940], [1.4440, 0.3482, 1.4807], [0.4991, -1.1586, 1.6872], [-1.4649, -0.0350, 1.0711], [-0.3523, 0.1936, -0.1208], [-0.6283, 1.4531, 0.9647], [1.6740, 0.0696, -1.6163], [0.3453, -0.6179, -1.8322], [-0.7455, -0.0227, -2.3490], [-1.9639, -0.6424, -2.5369], [1.5617, 1.1250, -1.3505], [2.1990, -0.4289, -0.7996], [2.3413, 0.0290, -2.4764], [0.2446, -1.6313, -1.4485], [-0.7233, 1.0206, -2.6486], [-2.7372, -0.0809, -2.8409], [-2.1410, -1.4707, -1.9969]],
  "homo_energy_ha": -0.4378,
  "total_charge": 1,
  "homo_lumo_gap_ev": 8.67,
  "fmax_ev_per_a": 1.4
}

(6)
{
  "formula": "C5H15N2",
  "method": "ωB97M-V with the def2-TZVPD basis set",
  "elements": ["C", "N", "C", "H", "H", "H", "H", "H", "H", "H", "H", "C", "C", "C", "N", "H", "H", "H", "H", "H", "H", "H"],
  "positions_angstrom": [[0.4383, 0.1494, 2.3264], [0.3520, -1.0666, 1.4776], [1.6308, -1.8258, 1.3617], [-0.4812, 0.7171, 2.2219], [0.5653, -0.1496, 3.3640], [1.2899, 0.7437, 2.0094], [0.0685, -0.8051, 0.4740], [-0.3531, -1.6811, 1.8711], [2.3214, -1.1999, 0.7985], [1.4432, -2.7372, 0.8046], [2.0442, -2.0072, 2.3493], [-0.8226, 2.0713, -2.1786], [-0.8079, 1.2404, -0.9012], [-0.8187, -0.8371, -1.9684], [-0.2477, -0.1191, -1.0932], [-1.0362, 3.1161, -1.9572], [0.1228, 2.0150, -2.7150], [-1.6094, 1.7581, -2.8684], [-1.8092, 1.1667, -0.4710], [-0.1783, 1.7673, -0.1842], [-1.6723, -0.4845, -2.5459], [-0.4397, -1.8320, -2.1753]],
  "homo_energy_ha": -0.5176,
  "total_charge": 1,
  "homo_lumo_gap_ev": 11.19,
  "fmax_ev_per_a": 0.7
}

(7)
{
  "formula": "C5H15N2",
  "method": "ωB97M-V with the def2-TZVPD basis set",
  "elements": ["C", "N", "C", "C", "H", "H", "H", "H", "H", "H", "H", "H", "H", "C", "C", "N", "H", "H", "H", "H", "H", "H"],
  "positions_angstrom": [[-0.7604, 1.8610, -0.0725], [-0.8997, 0.4030, -0.3815], [-2.2444, -0.0970, 0.0280], [-0.6231, 0.1065, -1.8210], [-0.9222, 2.0139, 0.9855], [-1.5012, 2.4156, -0.6403], [0.2490, 2.1632, -0.3670], [-2.2623, -1.1740, -0.1313], [-2.4241, 0.1417, 1.0749], [-3.0080, 0.3915, -0.5751], [-0.6513, -0.9795, -1.9510], [0.3784, 0.4659, -2.0531], [-1.3759, 0.5832, -2.4353], [2.5715, -0.1097, 1.1031], [1.2501, -2.1139, 0.8904], [1.3165, -0.8565, 0.8301], [2.4130, 0.6086, 1.9069], [2.8704, 0.4433, 0.2105], [3.3385, -0.8224, 1.4110], [2.1253, -2.7181, 1.1371], [0.3085, -2.6244, 0.6777], [-0.1486, -0.1020, 0.1728]],
  "homo_energy_ha": [-0.7890, -0.7996],
  "total_charge": 2,
  "homo_lumo_gap_ev": [12.31, 8.08],
  "fmax_ev_per_a": 4.2,
  "multiplicity": 2
}

(8)
{
  "formula": "C5H15N2O",
  "method": "ωB97M-V with the def2-TZVPD basis set",
  "elements": ["C", "C", "C", "C", "N", "C", "N", "H", "H", "H", "H", "H", "H", "H", "H", "H", "H", "H", "H", "H", "H", "H", "O"],
  "positions_angstrom": [[-0.5844, -0.7470, -2.0561], [-0.8037, -1.2586, -0.6086], [-0.3619, -0.1924, 0.3400], [0.2742, 0.8594, -0.2754], [0.2925, 2.2036, 0.2993], [-0.6834, -0.2464, 1.7689], [-1.4498, -1.7876, -2.7577], [0.4286, -0.7514, -2.5044], [-1.0537, 0.2875, -2.3472], [-0.1612, -2.2416, -0.3157], [-1.8681, -1.4599, -0.4989], [0.7550, 0.8242, -1.2113], [1.1812, 2.6549, 0.2080], [-0.0464, 2.4488, 1.3104], [-1.5907, -0.1034, 2.1201], [-0.0234, 0.3455, 2.3955], [-0.4966, -1.3738, 2.0766], [-1.8968, -1.3257, -3.5680], [-2.1141, -2.4675, -2.2480], [-1.0247, -2.6753, -3.1002], [2.2545, 1.6346, 3.4254], [2.9738, 0.3337, 3.2019], [2.9673, 1.3084, 2.9065]],
  "homo_energy_ha": -0.4131,
  "total_charge": 1,
  "homo_lumo_gap_ev": 7.44,
  "fmax_ev_per_a": 5.8
}

| no. | E (eV) | molar mass (g/mol) |
| --- | --- | --- |
| 1 | -8400.108 | 103.19 |
| 2 | -8400.847 | 103.19 |
| 3 | -8397.388 | 103.19 |
| 4 | -8400.293 | 103.19 |
| 5 | -8401.745 | 103.19 |
| 6 | -8401.561 | 103.19 |
| 7 | -8387.765 | 103.19 |
| 8 | -10446.508 | 119.19 |